{
  "formula": "C38H53As3MgSb2",
  "method": "ωB97M-V with the def2-TZVPD basis set",
  "species": ["C", "H", "C", "H", "C", "C", "H", "H", "H", "C", "H", "H", "Mg", "H", "H", "H", "H", "As", "H", "H", "C", "H", "C", "H", "C", "H", "H", "C", "H", "H", "H", "C", "H", "H", "C", "H", "H", "H", "H", "H", "C", "As", "H", "H", "C", "H", "H", "C", "H", "H", "H", "H", "H", "C", "C", "Sb", "C", "H", "C", "C", "C", "C", "C", "C", "H", "C", "C", "C", "Sb", "C", "H", "C", "H", "As", "C", "H", "C", "H", "H", "C", "H", "H", "C", "H", "C", "C", "H", "C", "C", "C", "H", "H", "H", "H", "C", "H", "H"],
  "positions_angstrom": [[-4.029, 1.644, 0.291], [0.388, 7.513, -2.978], [1.694, 1.624, -3.627], [3.516, 1.186, 2.415], [4.607, -3.641, 2.228], [1.837, -4.057, 2.209], [-3.483, -2.666, 6.660], [0.609, -2.184, 4.506], [0.885, -1.673, -3.698], [2.568, -1.419, 4.342], [0.146, -0.770, -5.046], [4.667, -5.217, 3.662], [-0.354, 0.344, -0.368], [0.814, 5.986, -2.158], [-0.300, -4.311, 0.283], [0.773, -4.203, 2.233], [-2.500, 4.481, 0.407], [0.151, 0.659, -2.943], [-2.293, 3.417, -5.527], [4.478, -0.464, 3.961], [2.876, 0.439, 2.851], [-3.448, 3.693, -2.059], [-1.735, -2.690, 0.245], [4.236, -2.182, 0.712], [3.787, -2.898, 1.384], [-3.485, 4.112, -4.419], [-1.552, 3.414, 1.447], [-2.986, 2.712, -2.258], [-2.816, -0.855, 8.149], [2.958, -2.140, 5.041], [3.196, -0.847, -2.307], [-3.015, -1.802, 6.244], [5.676, -3.447, 2.230], [-2.995, -2.565, 4.254], [4.037, -4.628, 3.021], [-4.417, 0.755, -0.185], [-1.848, 1.203, 7.261], [1.084, 6.151, -3.882], [-3.881, 1.479, 1.360], [-1.723, 6.023, -0.949], [0.412, 6.435, -3.071], [-2.347, 2.110, -0.531], [1.888, 2.446, -2.944], [-1.917, -1.711, -0.278], [3.408, -0.484, 3.738], [-4.741, 2.459, 0.168], [-1.281, 1.347, 4.831], [-0.938, 3.857, -3.204], [-0.526, -3.570, -1.319], [3.116, -5.716, -3.168], [-0.874, -1.432, -3.759], [-3.278, 5.839, -1.747], [-0.831, 4.059, 0.004], [-2.642, -0.777, 7.094], [1.222, -1.451, 4.018], [1.276, -2.109, -0.078], [-1.847, -2.529, 1.755], [4.456, -4.165, -4.615], [-1.410, 1.440, -3.835], [-2.023, 2.806, -3.463], [2.394, -2.764, -1.714], [0.089, -0.990, -3.982], [3.876, -3.793, -3.795], [0.705, -0.570, 3.075], [4.468, -1.755, -4.161], [-2.293, 6.266, -1.823], [-2.086, 0.384, 6.577], [2.429, -3.113, 1.374], [-1.307, -0.557, 2.441], [-0.458, -3.368, -0.247], [1.865, -4.805, -1.283], [-1.801, 0.471, 5.225], [-1.112, 1.477, -4.879], [-1.393, 5.779, -3.509], [-2.893, 3.211, -4.638], [-3.781, 2.009, -2.509], [-1.753, 3.690, 0.419], [-2.172, 0.652, -3.746], [-1.292, -3.292, 2.285], [2.394, -4.132, -1.946], [-2.568, -3.325, -0.063], [1.521, 1.970, -4.633], [-2.116, -0.590, 4.379], [-2.880, -2.624, 2.062], [2.653, -4.804, 3.056], [3.140, -4.649, -3.004], [-2.420, 7.366, -1.836], [1.535, 0.403, 2.538], [3.140, -1.906, -2.512], [3.875, -2.426, -3.558], [-0.485, 3.721, -2.217], [1.149, 1.176, 1.883], [2.198, -5.533, 3.726], [2.546, 0.958, -3.637], [-2.739, -1.722, 4.879], [-0.107, 3.765, -3.918], [-3.570, 2.392, -4.896]],
  "de_lowest_kcal_mol": 0.0,
  "homo_ev": -12.90,
  "gap_ha": 0.262,
  "total_charge": 2
}

---

{
  "formula": "C23H27N7O2Rh",
  "method": "ωB97M-V with the def2-TZVPD basis set",
  "species": ["N", "N", "H", "C", "C", "C", "N", "C", "C", "H", "N", "H", "H", "C", "C", "H", "H", "C", "C", "Rh", "C", "C", "H", "H", "C", "C", "C", "H", "C", "H", "H", "H", "H", "C", "H", "O", "H", "C", "N", "O", "C", "H", "H", "H", "H", "C", "C", "H", "H", "H", "H", "N", "C", "H", "H", "N", "H", "C", "C", "H"],
  "positions_angstrom": [[-0.697, 2.539, 0.140], [-1.960, -0.789, -0.515], [-5.097, -3.080, -2.786], [-2.671, -1.100, -4.067], [-0.192, -3.306, 0.196], [1.520, 2.138, -0.378], [0.345, 1.724, 0.036], [-3.628, -2.041, -1.648], [1.674, 3.496, -1.016], [4.555, -0.334, 1.347], [0.926, -2.030, 3.290], [-6.294, 1.799, 0.317], [1.326, 4.265, -0.330], [-5.477, 3.707, -0.226], [2.653, 1.315, -0.218], [-6.421, 4.094, -0.592], [1.320, -1.585, 4.128], [-4.243, -2.410, -2.817], [-4.194, 1.894, 0.697], [-0.407, -0.489, 0.452], [3.914, -0.692, 0.541], [-3.020, 2.650, 0.591], [-1.163, -0.083, -2.936], [3.510, -5.718, -0.022], [0.507, -4.462, 0.417], [-2.487, -1.180, -1.636], [1.799, -4.614, -0.117], [-4.387, 5.504, -0.640], [-3.117, 3.971, 0.137], [3.587, 1.632, -0.665], [0.074, -5.263, 0.998], [-4.123, 0.879, 1.060], [-4.278, -2.218, -4.963], [1.518, -2.421, -1.052], [2.717, 3.677, -1.268], [-1.597, 0.963, 1.532], [-2.311, -0.731, -5.021], [2.288, -3.549, -0.886], [-0.322, -1.420, 2.929], [1.628, -0.334, 1.142], [-5.402, 2.413, 0.280], [-2.219, 4.568, 0.092], [-0.317, -0.405, 3.070], [3.669, -1.735, 0.735], [3.262, -3.612, -1.354], [-1.722, 2.006, 0.799], [-3.779, -1.943, -4.043], [1.556, -1.806, 2.514], [-3.990, -2.392, -0.691], [1.068, 3.560, -1.920], [-1.196, -3.186, 0.587], [0.289, -2.261, -0.517], [-2.027, -0.733, -2.913], [-1.064, -1.820, 3.501], [4.460, -0.610, -0.397], [2.505, -5.812, 0.046], [1.884, -1.594, -1.647], [-4.329, 4.489, -0.267], [2.631, 0.128, 0.494], [2.222, -6.321, 0.874]],
  "de_lowest_kcal_mol": 15.4,
  "homo_ev": [-2.45, -2.86],
  "gap_ha": [0.189, 0.204],
  "multiplicity": 5,
  "total_charge": -1
}

---

{
  "formula": "C6H11FS",
  "method": "ωB97M-V with the def2-TZVPD basis set",
  "species": ["C", "H", "H", "H", "H", "H", "H", "C", "S", "C", "H", "C", "C", "F", "C", "H", "H", "H", "H"],
  "positions_angstrom": [[-0.147, 0.505, 0.076], [0.734, -1.076, 2.614], [-1.487, 0.136, -3.075], [0.708, -1.626, 0.752], [0.807, 0.460, -1.746], [1.108, 1.228, 1.686], [-2.286, -0.231, -1.699], [-0.853, -0.344, 1.171], [2.794, 0.405, 0.319], [-1.408, 0.299, -2.041], [3.420, -0.050, 1.429], [-0.067, -0.033, -1.318], [0.515, -0.850, 1.566], [-1.707, -1.302, 0.739], [1.096, 0.424, 1.009], [0.183, -1.081, -1.353], [-0.458, 1.522, -0.227], [-1.342, 0.261, 1.993], [-1.611, 1.355, -1.896]],
  "de_lowest_kcal_mol": 15.5,
  "homo_ev": -9.14,
  "gap_ha": 0.367
}

---

{
  "formula": "C43H47As2BiN5S",
  "method": "ωB97M-V with the def2-TZVPD basis set",
  "species": ["H", "C", "C", "C", "N", "C", "C", "H", "As", "C", "C", "H", "C", "H", "C", "C", "N", "H", "C", "H", "C", "H", "C", "H", "C", "C", "H", "C", "N", "C", "C", "As", "C", "C", "C", "H", "Bi", "H", "C", "H", "H", "H", "C", "H", "C", "H", "H", "C", "N", "H", "H", "C", "H", "C", "H", "C", "C", "S", "H", "H", "H", "H", "H", "H", "H", "H", "C", "C", "H", "H", "H", "C", "C", "C", "C", "C", "H", "H", "H", "C", "H", "N", "H", "H", "H", "H", "H", "H", "H", "C", "C", "C", "C", "H", "H", "C", "H", "C", "H"],
  "positions_angstrom": [[1.948, 0.552, -2.571], [-2.605, -2.443, 1.788], [-3.813, 1.391, 0.341], [0.603, -3.750, -2.516], [-1.546, 1.998, -2.653], [0.082, -1.949, 4.350], [-5.766, 0.276, -0.578], [0.079, 3.385, -2.859], [4.127, 1.142, 1.625], [0.836, -0.880, 3.832], [1.240, -4.803, -3.237], [-6.799, 0.243, -0.589], [4.566, 0.591, 3.442], [-4.627, 4.328, -2.422], [-0.088, 5.471, 2.628], [-2.726, 4.697, 2.071], [-1.982, 2.693, 1.156], [4.768, 1.547, 3.919], [-5.212, 1.283, 0.193], [-5.113, 3.314, -3.855], [4.225, -3.015, 0.806], [6.415, 2.136, 2.054], [-4.366, 3.985, -3.454], [-1.479, -2.999, 0.100], [-2.481, 5.772, 2.924], [-0.719, -0.703, 1.912], [-1.935, 5.094, -3.762], [-4.976, -0.608, -1.239], [1.716, -5.685, -3.836], [-0.976, 3.188, -2.940], [-0.363, -2.929, -3.014], [4.351, 0.999, -1.713], [4.417, -0.666, -0.686], [0.753, -2.294, -0.574], [5.905, 0.743, -2.859], [2.095, -3.922, -1.028], [-0.717, 0.515, 0.008], [-4.047, -4.443, 0.488], [-1.539, -4.677, 1.213], [0.393, -2.409, 5.318], [0.907, 0.553, 2.270], [4.601, -3.986, -1.076], [0.420, -0.317, 2.613], [-3.617, 1.261, -2.975], [2.959, 0.431, -2.993], [-3.313, 6.261, 3.468], [-3.247, -3.114, 2.406], [1.202, -3.400, -1.280], [-2.186, -3.479, 0.696], [3.052, -0.581, -3.319], [-4.357, 4.846, -4.095], [-1.606, 3.918, 1.657], [-2.164, -5.105, 2.002], [-2.996, 0.412, -0.252], [-0.588, -4.394, 1.755], [4.181, -1.800, 1.434], [-1.157, 6.153, 3.162], [-4.194, 3.855, 1.693], [0.530, 3.736, 1.542], [5.389, -0.076, 3.542], [6.572, 0.869, 0.846], [3.675, 0.090, 3.925], [-5.917, 2.046, 0.580], [-0.817, -3.175, -3.939], [1.674, -0.463, 4.400], [0.928, 5.905, 2.753], [-3.346, -3.874, -0.167], [-0.250, -1.438, -1.096], [5.963, -0.214, -3.389], [6.767, 0.893, -2.239], [-1.286, -5.407, 0.442], [5.963, 1.753, 1.162], [-0.318, 4.321, 1.885], [-1.040, -2.373, 3.667], [4.301, -0.598, 0.734], [4.517, -3.056, -0.573], [-1.517, -1.159, -2.859], [-2.996, -4.433, -1.057], [-3.854, -2.961, -0.417], [-1.454, -1.841, 2.449], [-3.263, -1.771, 1.218], [-3.069, 3.331, -3.450], [-5.283, -1.411, -1.915], [1.282, -2.028, 0.350], [4.143, -3.896, 1.423], [-3.063, -1.245, -1.552], [5.813, 2.532, 0.402], [5.802, 1.443, -3.710], [-1.565, -3.207, 4.028], [4.570, -1.900, -1.318], [-1.892, 4.050, -3.430], [-3.645, -0.558, -1.014], [-3.264, 2.522, 1.073], [4.078, -1.628, 2.503], [-0.905, 6.954, 3.796], [-2.837, 2.118, -2.970], [4.762, -1.894, -2.342], [-0.772, -1.733, -2.357], [3.079, 1.091, -3.874]],
  "de_lowest_kcal_mol": 25.4,
  "homo_ev": -10.13,
  "gap_ha": 0.280,
  "total_charge": 1
}